Entry 1:
{
  "formula": "C5H9NO2",
  "method": "ωB97M-V with the def2-TZVPD basis set",
  "homo_energy_ev": [-8.538, -8.564],
  "e_above_lowest_kj_mol": 646.8,
  "lumo_energy_ev": [-1.9, -1.8],
  "energy_ev": -10909.873,
  "elements": ["C", "C", "N", "C", "C", "C", "O", "O", "H", "H", "H", "H", "H", "H", "H", "H", "H"],
  "coordinates": [[-1.7183, 0.8488, -0.1360], [1.2745, -0.1229, -1.1141], [-0.9250, -1.3221, 0.5458], [-0.6756, 0.0571, 0.8199], [0.9012, 0.0569, 0.3277], [1.8006, 0.4302, 1.2361], [-1.0475, -1.6801, -0.7481], [-0.8698, 0.4850, 2.0034], [-1.4856, -2.5459, -0.7057], [-1.4705, 1.8940, 0.0173], [-2.7204, 0.6104, 0.2102], [-1.5899, 0.5480, -1.1742], [0.6340, 0.4386, -1.7969], [1.2538, -1.1706, -1.4205], [2.2939, 0.2288, -1.2841], [2.8176, 0.6706, 0.9476], [1.5268, 0.5732, 2.2716]],
  "atomic_forces_ev_per_a": [[1.089, -0.091, -0.261], [-0.088, -0.129, -0.209], [-0.100, -0.745, 0.034], [-0.669, 0.515, -0.391], [0.216, 0.713, -0.286], [-0.567, -0.063, 0.193], [-0.229, 0.846, 0.955], [0.400, -0.882, -0.280], [0.410, -0.073, 0.062], [-0.166, 0.010, -0.032], [0.123, 0.039, 0.125], [-0.061, 0.068, -0.028], [-0.096, -0.073, 0.084], [-0.095, 0.036, -0.015], [-0.026, 0.002, 0.191], [-0.015, -0.245, -0.101], [-0.126, 0.071, -0.041]],
  "mulliken_charge": [-1.2140, -1.1883, -0.2969, 1.3817, 0.3718, -1.0196, -0.2954, -0.7431, 0.4296, 0.2775, 0.3650, 0.3813, 0.2734, 0.2507, 0.4059, 0.2961, 0.3241]
}

---

Entry 2:
{
  "formula": "C5H9NO2",
  "method": "ωB97M-V with the def2-TZVPD basis set",
  "homo_energy_ev": -8.412,
  "smiles": "COC1=COC[C@H]1N",
  "e_above_lowest_kj_mol": 378.9,
  "lumo_energy_ev": 0.9,
  "energy_ev": -10912.648,
  "elements": ["C", "C", "C", "C", "C", "H", "H", "H", "H", "H", "H", "H", "H", "H", "N", "O", "O"],
  "coordinates": [[2.4938, 0.0314, 0.0529], [0.2169, 0.6865, -0.0190], [-0.5909, 1.7721, 0.0042], [-1.8970, -0.0305, 0.7074], [-0.6038, -0.6379, 0.2160], [3.4951, 0.1891, -0.3030], [2.4172, -1.1004, -0.0242], [2.5611, 0.2472, 1.2911], [-0.5939, 2.8495, -0.3659], [-2.6063, -0.5974, -0.1145], [-2.1673, -0.1646, 1.7695], [-0.1658, -1.2616, 0.8816], [-0.0609, -1.8375, -1.1319], [-1.1586, -0.7267, -1.7385], [-0.9066, -1.3677, -0.9507], [1.4486, 0.5910, -0.6804], [-1.8815, 1.3576, 0.4053]],
  "atomic_forces_ev_per_a": [[0.114, -2.577, 3.735], [0.269, -0.139, -1.152], [-1.121, -1.145, -0.218], [-1.767, -1.182, -1.990], [-0.748, 4.259, -0.354], [0.102, 0.972, -0.717], [-0.087, 0.948, 0.366], [-0.628, -0.147, -3.374], [0.501, -1.822, 0.755], [0.585, 1.632, 2.790], [0.044, -0.112, -0.600], [1.459, -1.912, 2.217], [0.982, -0.951, -1.350], [0.538, -0.862, 0.839], [-0.369, 0.227, -1.585], [-0.406, 1.368, 0.653], [0.532, 1.442, -0.017]],
  "mulliken_charge": [-0.6117, 0.4083, -0.4993, -0.5410, -0.2480, 0.3112, 0.2426, 0.2403, 0.3555, 0.3007, 0.2527, 0.6426, 0.2611, 0.2878, -0.6782, -0.3626, -0.3620]
}

---

Entry 3:
{
  "formula": "C5H9NO3",
  "method": "ωB97M-V with the def2-TZVPD basis set",
  "homo_energy_ev": -8.750,
  "smiles": "CCC(=O)CN.O=C=O",
  "e_above_lowest_kj_mol": 177.4,
  "lumo_energy_ev": 0.6,
  "energy_ev": -12962.868,
  "elements": ["C", "C", "C", "C", "C", "N", "O", "O", "O", "H", "H", "H", "H", "H", "H", "H", "H", "H"],
  "coordinates": [[-0.8653, -0.2847, -0.9526], [0.9203, 0.5641, 0.8562], [2.1503, 0.8367, -0.0134], [-2.2832, -0.5517, 1.1153], [-0.3327, 0.9667, 0.1318], [-0.4209, -1.6367, -0.6959], [-1.7420, 0.1842, 1.8691], [-3.0294, -1.3540, 0.7386], [-0.7695, 2.0577, -0.0382], [0.4407, -1.8544, -1.1906], [-1.1333, -2.3133, -0.9237], [-1.8778, -0.1576, -1.3456], [-0.2608, 0.1497, -1.7670], [0.8542, -0.4896, 1.1276], [0.9599, 1.1606, 1.7680], [2.1717, 1.8778, -0.3367], [2.1627, 0.2044, -0.8986], [3.0550, 0.6400, 0.5556]],
  "atomic_forces_ev_per_a": [[1.833, 2.334, -0.066], [-0.167, 0.279, 0.458], [-0.150, 0.106, 0.062], [-0.655, 0.522, 3.929], [-0.302, -2.372, -2.411], [-0.038, 0.055, 0.230], [-0.379, -0.981, -1.690], [0.311, -0.018, -1.317], [-0.104, 0.556, 0.219], [-0.403, -0.025, 0.143], [0.058, -0.110, 0.018], [-0.055, -0.096, 0.598], [-0.155, -0.161, -0.099], [0.024, 0.048, -0.017], [0.090, -0.009, 0.035], [-0.008, -0.018, 0.000], [0.019, -0.060, -0.103], [0.082, -0.050, 0.011]],
  "mulliken_charge": [-0.8756, -0.3275, -1.1812, 0.7858, 0.4858, -0.4741, -0.3938, -0.3712, -0.5923, 0.2050, 0.2199, 0.4374, 0.4145, 0.2834, 0.4113, 0.3060, 0.3082, 0.3585]
}

---

Entry 4:
{
  "formula": "C5H9NO3",
  "method": "ωB97M-V with the def2-TZVPD basis set",
  "homo_energy_ev": -8.644,
  "smiles": "CC(=O)C(=O)O.C=CN",
  "e_above_lowest_kj_mol": 311.6,
  "lumo_energy_ev": 0.4,
  "energy_ev": -12961.477,
  "elements": ["C", "C", "C", "C", "C", "N", "O", "O", "O", "H", "H", "H", "H", "H", "H", "H", "H", "H"],
  "coordinates": [[-0.4895, 1.8363, 1.3026], [-1.6029, 1.1159, 1.0522], [0.1236, -2.4992, -1.7179], [0.5887, -0.3021, -0.2922], [-0.1132, -1.0199, -1.6028], [0.7004, 1.4085, 1.8952], [1.4046, 0.6651, -0.7035], [0.8358, -1.0744, 0.6228], [-0.3841, -0.3170, -2.5379], [0.9704, 1.5542, -0.5404], [-0.4378, 2.8741, 0.9990], [1.4351, 2.0699, 2.1001], [0.6097, 0.5060, 2.3504], [-1.7696, 0.1305, 1.4570], [-2.5011, 1.6502, 0.7948], [-0.0118, -2.9623, -0.7433], [-0.5257, -2.9567, -2.4615], [1.1676, -2.6790, -1.9745]],
  "atomic_forces_ev_per_a": [[0.646, -0.063, 0.510], [0.339, 0.559, 0.855], [-0.551, -0.270, 0.844], [0.527, -4.987, -1.021], [1.220, 1.779, -0.178], [-1.756, 0.088, -0.090], [-0.623, 2.496, 0.716], [-0.495, 1.825, -0.508], [-0.639, -0.299, 0.207], [0.731, -1.370, -0.526], [-0.177, 0.150, -0.118], [-0.319, -0.436, 0.154], [0.826, 0.467, -0.027], [0.278, -0.276, -0.070], [0.017, 0.080, -0.555], [-0.120, -0.144, -0.006], [0.039, 0.159, -0.045], [0.055, 0.242, -0.142]],
  "mulliken_charge": [-0.3020, -0.7682, -1.0583, 0.7384, 0.5855, -0.3483, -0.4784, -0.5439, -0.5137, 0.3715, 0.3927, 0.1887, 0.2073, 0.2869, 0.3001, 0.3315, 0.3291, 0.2812]
}

---

Entry 5:
{
  "formula": "C5H9NO3",
  "method": "ωB97M-V with the def2-TZVPD basis set",
  "homo_energy_ev": -10.578,
  "smiles": "C=C([C@H](O)CC)[N+](=O)[O-]",
  "e_above_lowest_kj_mol": 573.7,
  "lumo_energy_ev": -0.3,
  "energy_ev": -12958.760,
  "elements": ["C", "C", "C", "C", "C", "N", "O", "O", "O", "H", "H", "H", "H", "H", "H", "H", "H", "H"],
  "coordinates": [[0.9997, -1.5818, -0.9637], [0.9380, -0.3234, -0.4699], [-1.9818, -0.4767, 0.4206], [-0.9137, 0.6322, 0.6719], [-0.0915, 0.8557, -0.5163], [2.1495, -0.0030, 0.2870], [3.1028, -0.7230, 0.2792], [1.9901, 0.9256, 1.0540], [0.4599, 2.1056, -0.7154], [1.8966, -2.1243, -0.9273], [0.2556, -1.9565, -1.5286], [-1.3915, -1.2740, -0.0244], [-2.4853, -0.8561, 1.3353], [-2.7388, -0.2420, -0.3512], [-1.5534, 1.5045, 0.8289], [-0.4454, 0.5445, 1.6683], [-0.6596, 0.5466, -1.3157], [0.4686, 2.4460, 0.2673]],
  "atomic_forces_ev_per_a": [[0.551, 3.650, 1.195], [1.271, -1.147, -1.393], [0.743, -0.519, -0.020], [-3.714, 0.847, 2.262], [2.388, -2.631, 0.604], [-1.168, 0.256, 1.256], [1.246, -0.336, -0.372], [0.663, 0.726, 0.563], [-0.319, 1.172, 3.150], [0.942, -0.652, 0.538], [-2.596, -1.188, -1.744], [-0.346, -0.697, 0.212], [0.427, 0.381, -0.589], [0.352, 0.388, 0.530], [0.144, 0.574, -0.132], [0.394, -0.420, -0.785], [-1.524, -0.007, -2.289], [0.544, -0.397, -2.988]],
  "mulliken_charge": [-0.9449, 0.2638, -1.0177, -0.5030, -0.2491, 1.0172, -0.6577, -0.5873, -0.5940, 0.3564, 0.3828, 0.1515, 0.3409, 0.3318, 0.3911, 0.3820, 0.5342, 0.4020]
}

---

Entry 6:
{
  "formula": "C5H9NO3",
  "method": "ωB97M-V with the def2-TZVPD basis set",
  "homo_energy_ev": -8.190,
  "e_above_lowest_kj_mol": 440.0,
  "lumo_energy_ev": -0.6,
  "energy_ev": -12960.146,
  "elements": ["C", "C", "C", "C", "C", "N", "O", "O", "O", "H", "H", "H", "H", "H", "H", "H", "H", "H"],
  "coordinates": [[0.4118, -0.1575, -0.6959], [1.1771, 1.1111, -1.0235], [-0.3509, 0.2146, 1.9836], [-1.0220, 0.2944, 0.3508], [1.0578, -0.9769, 0.3413], [0.0384, -0.8808, -1.8370], [-1.8326, -0.8691, 0.2732], [-1.5374, 1.3843, 0.0859], [1.5639, -1.9086, 0.7883], [-2.7215, -0.5333, 0.0792], [0.7789, -1.2157, -2.4382], [-0.6784, -1.5749, -1.6626], [1.3926, 1.6763, -0.1182], [2.1151, 0.8955, -1.5401], [0.5309, 1.7273, -1.6494], [0.5049, 0.8710, 2.1354], [-1.2142, 0.6907, 2.4473], [-0.2143, -0.7483, 2.4798]],
  "atomic_forces_ev_per_a": [[-0.485, 0.841, 1.036], [-0.156, 0.064, 0.503], [-1.028, 0.486, -1.583], [0.810, -0.139, 2.454], [1.373, -2.062, -1.281], [-0.012, -0.711, 0.018], [0.019, -0.290, -0.346], [0.398, -0.086, -0.508], [-1.353, 1.876, -0.074], [0.234, 0.021, -0.049], [-0.004, 0.035, -0.011], [0.006, 0.071, 0.007], [0.049, 0.024, 0.039], [-0.058, 0.001, -0.044], [-0.046, -0.123, 0.054], [0.111, 0.049, -0.056], [0.100, 0.046, 0.169], [0.039, -0.104, -0.328]],
  "mulliken_charge": [0.9390, -1.4457, -1.4197, 0.7341, 0.2118, -0.5393, -0.5330, -0.7110, -0.2838, 0.3328, 0.2274, 0.2432, 0.3134, 0.4443, 0.3229, 0.3620, 0.4034, 0.3982]
}

---

Entry 7:
{
  "formula": "C5H9NO3",
  "method": "ωB97M-V with the def2-TZVPD basis set",
  "homo_energy_ev": -9.046,
  "smiles": "C=C1O[C@@H]1C.C=[N+]([O-])O",
  "e_above_lowest_kj_mol": 656.9,
  "lumo_energy_ev": 0.8,
  "energy_ev": -12957.898,
  "elements": ["C", "C", "C", "C", "C", "N", "O", "O", "O", "H", "H", "H", "H", "H", "H", "H", "H", "H"],
  "coordinates": [[0.0944, -0.3668, -1.9613], [0.2330, -1.3020, -0.8760], [-0.4050, 1.0413, -1.7724], [-0.2336, -2.1505, 0.0018], [1.0852, 0.3223, 1.5770], [-0.0276, 0.6075, 2.1380], [-0.5714, 1.8556, 1.7616], [-0.6935, -0.0331, 2.9370], [1.3534, -0.7316, -1.3571], [-0.0274, -0.7674, -2.9659], [-0.2123, 1.3908, -0.7611], [-1.4778, 1.0670, -1.9527], [0.0836, 1.7129, -2.4759], [0.3992, -2.6924, 0.6777], [-1.2926, -2.3257, 0.0572], [-1.3955, 1.9638, 2.2626], [1.5300, 1.0176, 0.8936], [1.5580, -0.6093, 1.8158]],
  "atomic_forces_ev_per_a": [[-0.955, 0.194, -0.213], [-0.677, 0.308, -0.766], [0.312, -0.206, 0.043], [0.071, -0.257, 0.198], [0.624, 0.247, -0.234], [-0.375, 0.627, 0.035], [0.418, 0.305, -0.500], [-0.524, -0.512, 0.560], [1.131, -0.140, 0.419], [0.080, -0.047, 0.063], [-0.064, 0.002, 0.049], [-0.074, 0.025, -0.023], [-0.008, 0.065, -0.069], [0.234, -0.082, 0.197], [-0.165, 0.016, -0.062], [0.203, -0.584, 0.201], [-0.081, 0.168, -0.051], [-0.151, -0.131, 0.152]],
  "mulliken_charge": [0.2370, 0.4497, -0.9038, -0.9506, -0.9053, 0.8162, -0.4509, -0.7114, -0.4579, 0.4073, 0.1645, 0.3057, 0.2962, 0.2851, 0.2258, 0.3539, 0.4107, 0.4277]
}

---

What did the first record say?
{
  "formula": "C5H9NO2",
  "method": "ωB97M-V with the def2-TZVPD basis set",
  "homo_energy_ev": [-8.538, -8.564],
  "e_above_lowest_kj_mol": 646.8,
  "lumo_energy_ev": [-1.9, -1.8],
  "energy_ev": -10909.873,
  "elements": ["C", "C", "N", "C", "C", "C", "O", "O", "H", "H", "H", "H", "H", "H", "H", "H", "H"],
  "coordinates": [[-1.7183, 0.8488, -0.1360], [1.2745, -0.1229, -1.1141], [-0.9250, -1.3221, 0.5458], [-0.6756, 0.0571, 0.8199], [0.9012, 0.0569, 0.3277], [1.8006, 0.4302, 1.2361], [-1.0475, -1.6801, -0.7481], [-0.8698, 0.4850, 2.0034], [-1.4856, -2.5459, -0.7057], [-1.4705, 1.8940, 0.0173], [-2.7204, 0.6104, 0.2102], [-1.5899, 0.5480, -1.1742], [0.6340, 0.4386, -1.7969], [1.2538, -1.1706, -1.4205], [2.2939, 0.2288, -1.2841], [2.8176, 0.6706, 0.9476], [1.5268, 0.5732, 2.2716]],
  "atomic_forces_ev_per_a": [[1.089, -0.091, -0.261], [-0.088, -0.129, -0.209], [-0.100, -0.745, 0.034], [-0.669, 0.515, -0.391], [0.216, 0.713, -0.286], [-0.567, -0.063, 0.193], [-0.229, 0.846, 0.955], [0.400, -0.882, -0.280], [0.410, -0.073, 0.062], [-0.166, 0.010, -0.032], [0.123, 0.039, 0.125], [-0.061, 0.068, -0.028], [-0.096, -0.073, 0.084], [-0.095, 0.036, -0.015], [-0.026, 0.002, 0.191], [-0.015, -0.245, -0.101], [-0.126, 0.071, -0.041]],
  "mulliken_charge": [-1.2140, -1.1883, -0.2969, 1.3817, 0.3718, -1.0196, -0.2954, -0.7431, 0.4296, 0.2775, 0.3650, 0.3813, 0.2734, 0.2507, 0.4059, 0.2961, 0.3241]
}